(1)
The following is a quantum chemistry calculation of a molecular structure, C29H43N6O5PSSn, from OMol25.

Structure (XYZ):
```
86
Properties=species:S:1:pos:R:3:forces:R:3:mulliken_charge:R:1
Sn 0.535 0.861 0.868 0.71 -0.30 -2.39 0.789
C 2.374 4.583 3.048 -1.49 1.31 -0.48 -1.546
C 2.287 3.290 2.363 -1.32 1.03 -1.41 0.678
N 1.388 3.059 1.406 2.21 -0.22 1.79 0.852
N 0.719 4.080 0.954 -1.35 1.27 -1.04 -0.803
C -0.155 3.783 -0.057 0.47 -2.33 1.63 0.337
O -0.498 2.628 -0.430 0.12 1.37 0.09 -0.602
C -0.789 4.938 -0.661 -0.11 1.27 -0.69 0.398
C -0.301 6.221 -0.357 0.19 0.25 -0.71 -0.057
C -0.836 7.328 -1.045 0.28 1.35 1.39 -0.623
C -1.978 7.165 -1.788 -1.36 -0.31 -1.49 -0.275
C -2.463 5.873 -2.119 0.69 0.43 0.73 -0.558
C -1.829 4.757 -1.591 -0.40 0.84 0.49 -0.462
C 3.294 2.329 2.614 0.25 -3.81 0.26 0.146
C 4.483 2.443 3.396 -0.80 2.59 -0.11 -0.877
C 5.505 1.534 3.315 -1.55 -2.23 -0.25 -0.478
C 5.167 0.294 2.697 0.75 1.33 0.51 -0.745
C 3.863 0.137 2.237 0.20 -0.93 -0.81 -0.166
N 2.970 1.085 2.101 1.28 1.77 1.16 0.323
H 1.766 5.304 2.412 1.13 -0.49 0.88 0.206
H 3.397 4.869 3.250 0.17 0.41 -0.14 0.433
H 1.843 4.503 4.002 0.03 0.02 0.11 0.271
H 0.516 6.302 0.380 -0.57 -0.03 -0.67 0.290
H -0.499 8.419 -0.896 -0.24 -1.96 0.06 0.233
H -2.535 8.059 -2.133 0.50 -0.61 0.00 0.303
H -3.334 5.660 -2.726 -0.08 0.57 -0.09 0.370
H -2.303 3.806 -1.797 0.68 -0.27 0.14 0.365
H 4.615 3.365 4.009 -0.04 -0.77 -0.62 0.241
H 6.396 1.638 3.909 0.35 0.17 -0.19 0.384
H 5.927 -0.468 2.579 -0.24 -0.23 0.12 0.360
H 3.505 -0.829 1.880 0.27 -0.04 0.02 0.397
N 1.737 -0.187 -3.603 -1.07 0.16 -0.96 -0.818
C 2.692 0.610 -4.092 1.09 -1.10 0.53 -0.464
C 3.877 0.436 -3.297 -1.62 -0.87 1.05 -0.785
C 3.437 -0.471 -2.267 -0.26 0.32 -1.42 -0.384
N 2.133 -0.847 -2.535 1.89 0.63 1.11 0.330
H 0.167 -0.807 -1.097 0.08 -0.11 -0.37 0.147
H 2.477 0.998 -5.090 0.46 0.47 0.46 0.398
H 4.841 0.906 -3.295 0.20 0.25 -0.32 0.357
H 4.026 -0.899 -1.424 -0.68 0.45 -0.72 0.318
C -1.136 -2.085 -3.336 -0.91 0.04 -1.60 -1.985
C -2.077 -2.495 -2.207 -0.37 0.98 0.83 2.628
C -3.336 -1.578 -2.268 0.22 1.00 -1.23 -1.977
C -2.567 -3.893 -2.485 -1.07 -0.54 -0.30 -2.144
P -1.280 -2.338 -0.433 0.81 0.11 -1.96 -1.098
N -0.558 -0.933 -0.401 -1.23 -0.35 0.71 -0.027
C -2.650 -2.426 0.827 -1.43 1.55 0.78 2.662
C -2.028 -2.596 2.220 -0.62 -1.78 1.25 -1.555
C -3.431 -1.006 0.803 0.41 -0.06 0.41 -1.422
C -3.715 -3.535 0.710 0.15 -1.65 -0.70 -1.683
C 0.097 -3.692 -0.219 -1.23 -1.00 0.81 2.750
C 1.180 -3.337 -1.220 1.17 -0.83 -0.83 -1.754
C 0.703 -3.589 1.216 1.91 0.98 -0.75 -1.549
C -0.412 -5.174 -0.404 0.28 0.76 0.79 -1.753
H -1.691 -2.444 -4.272 0.81 0.33 0.88 0.484
H -0.202 -2.604 -3.279 0.48 -0.20 -0.15 0.308
H -0.897 -1.031 -3.558 -0.20 -0.27 0.83 0.248
H -3.641 -1.561 -3.349 0.00 -0.40 0.74 0.618
H -3.202 -0.487 -2.086 0.45 -0.86 0.36 0.110
H -4.172 -1.920 -1.667 -0.05 -0.14 0.05 0.343
H -3.499 -3.890 -3.105 0.68 0.09 0.24 0.413
H -2.838 -4.335 -1.544 -0.26 -0.65 0.26 0.540
H -1.850 -4.539 -2.985 0.23 0.06 -0.01 0.322
H -1.124 -2.037 2.414 -0.04 0.37 -0.03 0.064
H -1.790 -3.703 2.375 -0.12 1.23 -0.21 0.151
H -2.780 -2.360 3.043 0.84 -0.02 -1.16 0.532
H -3.323 -0.533 1.801 0.01 -0.31 -0.46 0.438
H -4.547 -1.136 0.627 1.42 0.12 -0.19 0.283
H -2.920 -0.292 0.118 -0.75 -0.51 0.34 0.181
H -3.173 -4.516 0.547 -0.81 0.83 -0.08 0.224
H -4.514 -3.397 -0.068 1.04 -0.06 0.43 0.295
H -4.274 -3.725 1.649 0.47 0.66 -0.19 0.423
H 1.416 -2.264 -1.249 -0.10 -0.45 -0.17 0.408
H 0.974 -3.672 -2.267 -0.18 0.41 0.80 0.190
H 2.171 -3.851 -1.018 -1.08 0.33 0.29 0.478
H 0.648 -2.581 1.622 -0.22 0.16 -0.03 0.304
H 1.840 -3.717 1.141 -1.48 -0.31 0.03 0.362
H 0.310 -4.262 1.958 -0.28 -0.41 0.07 0.218
H -0.712 -5.350 -1.447 0.33 -0.28 0.50 0.218
H -1.266 -5.422 0.288 0.75 0.28 -0.66 0.222
H 0.462 -5.772 -0.064 -0.60 -0.12 -0.60 0.574
O 0.184 1.692 4.133 0.82 -0.28 0.77 -0.570
S -0.508 0.660 3.408 -1.88 -0.27 -2.56 1.052
O -1.194 1.361 2.177 1.21 -0.69 0.69 -0.618
O 0.449 -0.323 2.614 -1.04 0.64 3.02 -0.529
O -1.548 -0.065 4.120 0.69 -0.15 0.37 -0.668
```
Positions in Å, forces in eV/Å.

Computed properties:
E_LUMO: 4.28 eV
E_HOMO: -0.936 eV
total charge: -2
HOMO-LUMO gap: 5.2 eV

***

(2)
The following is a quantum chemistry calculation of a gas-phase ion, C28H30NO2 (charge +1), from OMol25.

Structure (XYZ):
```
61
Properties=species:S:1:pos:R:3:forces:R:3:mulliken_charge:R:1
C 0.039 -6.091 -2.640 -0.51 0.18 0.78 -0.754
O -0.864 -5.926 -1.510 0.46 0.13 -0.08 -0.443
C -0.715 -4.861 -0.673 0.69 0.17 0.42 0.403
C -1.491 -4.847 0.508 0.11 -0.06 -0.49 -0.857
C -1.463 -3.737 1.345 0.11 0.81 -0.04 -0.502
C -0.700 -2.572 1.016 -0.66 0.63 -0.33 0.328
C -0.614 -1.317 1.954 0.64 -3.13 2.86 -0.024
C 0.930 -1.061 2.414 -0.93 -0.33 -0.05 0.206
C 1.178 -0.311 3.566 0.70 1.04 0.21 -1.407
C 2.398 0.338 3.763 0.47 -1.03 -0.59 0.831
C 3.513 -0.042 2.990 -0.62 -0.14 -0.01 0.105
O 4.695 0.537 3.356 -1.26 0.63 0.60 -0.542
C 4.348 1.519 4.442 0.89 -0.32 -0.69 -0.363
C 2.842 1.386 4.728 0.31 0.48 0.91 -0.538
C 3.347 -1.008 1.993 0.59 0.50 0.62 -1.460
C 2.067 -1.484 1.728 -0.28 -0.15 -0.80 -0.300
C -0.007 -2.597 -0.195 0.46 -0.24 0.47 -0.261
C 0.142 -3.780 -0.928 -0.55 0.09 -0.61 -0.861
H -0.322 -6.999 -3.128 0.23 0.26 0.02 0.262
H -0.004 -5.231 -3.315 -0.15 -0.12 0.02 0.262
H 1.071 -6.206 -2.294 -0.12 -0.11 0.01 0.340
H -2.117 -5.729 0.702 0.22 0.53 0.06 0.380
H -2.155 -3.706 2.199 0.59 -0.11 -0.16 0.421
H -1.116 -1.667 2.882 0.42 -0.41 -0.27 0.476
H 0.436 -0.178 4.327 -0.10 0.14 -0.01 0.634
H 4.991 1.278 5.300 -0.28 -0.05 -0.30 0.266
H 4.634 2.521 4.083 -0.15 -0.45 0.00 0.274
H 2.356 2.362 4.617 -0.10 -0.24 -0.35 0.228
H 2.705 1.150 5.784 -0.15 -0.35 -0.03 0.321
H 4.232 -1.349 1.465 -0.26 -0.15 -0.09 0.442
H 1.947 -2.230 0.948 0.19 0.24 0.06 0.583
H 0.439 -1.668 -0.567 0.17 -0.50 0.19 0.859
H 0.814 -3.801 -1.793 -0.44 0.12 0.28 0.368
C -3.956 1.258 -0.622 -0.60 -0.11 -0.67 -1.072
N -2.991 0.298 -0.053 0.76 -0.08 2.00 0.514
C -2.589 0.437 1.203 -0.55 1.66 -1.53 0.084
C -1.272 0.076 1.845 2.44 0.99 -1.55 1.074
C -1.342 0.835 3.228 -0.14 0.39 0.74 -1.040
C -2.697 1.600 3.377 0.41 0.02 0.20 -1.013
C -3.388 1.454 2.011 0.09 0.84 0.78 -0.833
C -2.496 -0.720 -0.921 0.07 -0.58 -2.23 -0.105
C -1.850 -0.325 -2.110 0.09 0.19 0.21 -0.234
C -1.553 -1.259 -3.116 0.20 0.19 0.47 -0.767
C -2.001 -2.574 -2.978 -0.13 0.49 0.07 -0.457
C -2.730 -2.942 -1.845 0.18 -0.23 0.42 -0.812
C -2.920 -2.049 -0.786 -0.42 0.40 0.20 0.024
H -4.127 0.969 -1.658 0.05 -0.11 0.12 0.451
H -4.942 1.226 -0.125 0.63 0.08 0.01 0.319
H -3.533 2.276 -0.652 -0.18 -0.41 0.36 0.403
H -0.244 0.394 1.215 -3.22 0.86 0.73 0.611
H -1.278 0.129 4.082 -0.10 0.32 -0.79 0.336
H -0.506 1.562 3.360 -0.58 -0.76 -0.32 0.164
H -3.304 1.217 4.206 0.14 -0.36 -0.39 0.323
H -2.525 2.652 3.699 -0.07 -0.60 -0.70 0.308
H -3.397 2.465 1.556 0.37 -0.62 -0.35 0.389
H -4.474 1.269 2.092 0.49 -0.54 -0.16 0.464
H -1.588 0.737 -2.238 -0.03 -0.60 0.02 0.451
H -0.935 -0.959 -3.976 -0.53 -0.13 0.43 0.383
H -1.772 -3.300 -3.756 -0.20 0.12 0.20 0.512
H -3.077 -3.975 -1.741 0.08 0.47 -0.04 0.444
H -3.412 -2.339 0.158 0.10 0.03 -0.80 0.401
```
Positions in Å, forces in eV/Å.

Computed properties:
E_LUMO: -3.93 eV
SMILES string: COc1ccc([C@@H](c2ccc3c(c2)CCO3)[C@@H]2CCC/C2=[N+](\C)c2ccccc2)cc1
E_HOMO: -10.425 eV
total charge: +1
energy above the lowest of the compared OMol25 structures with the same formula, charge and spin: 57.9 kcal/mol
HOMO-LUMO gap: 6.5 eV

***

(3)
The following is a quantum chemistry calculation of C19H19F3N6O3 in the gas phase, from OMol25.

Structure (XYZ):
```
50
Properties=species:S:1:pos:R:3:forces:R:3:mulliken_charge:R:1
N -0.213 0.640 -2.455 0.35 -1.46 -1.86 -0.537
O -4.475 -2.458 2.087 0.24 -1.93 0.33 -0.686
O 3.746 2.230 -0.782 -1.70 0.83 -1.73 -0.654
F 2.291 -6.353 1.422 0.05 0.04 -0.17 -0.317
F 2.566 3.866 -5.189 0.61 -1.89 -0.18 -0.269
F 3.685 1.899 -5.704 -0.22 0.80 -0.26 -0.263
C -0.396 1.417 -1.655 -0.18 1.34 2.57 -0.071
N -0.865 -0.679 0.777 1.00 0.39 -0.81 -0.628
O 2.378 2.910 -2.534 -0.27 0.09 1.05 -0.317
C -4.303 -1.283 1.882 -1.21 0.50 -0.27 0.539
C 2.699 2.744 -1.214 2.12 -1.16 1.87 0.744
C -1.864 -1.491 0.995 -1.02 0.16 0.71 0.478
C -2.996 -0.768 1.459 -1.04 1.13 0.65 0.318
C -2.602 0.538 1.552 1.33 0.58 -1.15 -0.876
C 1.377 -4.434 0.347 0.28 -0.54 0.97 -0.636
C 0.096 -5.693 2.002 0.16 -1.09 -0.26 -0.504
C 0.363 -3.492 0.246 -1.04 -0.25 0.47 -0.205
C -0.972 -4.830 1.827 0.67 0.30 -0.14 -0.541
C 1.264 -5.494 1.254 -1.05 0.35 0.12 0.305
C -0.840 -3.715 0.981 1.13 -0.31 -0.04 0.431
N -5.411 -0.461 2.011 0.76 0.67 -0.14 -0.446
N -1.922 -2.853 0.940 -0.49 0.09 -0.33 -0.185
N 1.778 3.201 -0.294 -1.46 0.83 -0.78 0.159
N -1.318 0.589 1.028 -0.80 0.45 1.38 0.647
C 2.783 2.503 -4.896 -0.48 0.65 2.03 0.339
C 3.311 2.367 -3.464 1.34 -0.34 0.03 -0.513
C 1.827 2.813 1.148 0.86 -1.08 -1.31 -1.080
C 1.025 1.531 1.266 -0.61 -0.74 0.83 -0.506
C 0.409 3.538 -0.709 0.12 0.78 0.23 -1.565
C -0.432 1.795 0.877 -0.56 -1.41 0.14 -0.986
C -0.568 2.376 -0.541 -0.41 0.14 -0.12 0.962
H -3.154 1.399 1.938 0.46 -0.24 -0.32 0.381
H 2.310 -4.353 -0.192 0.00 0.18 -0.12 0.409
H -0.066 -6.594 2.643 0.59 0.95 -0.55 0.323
H 0.489 -2.600 -0.380 -0.22 -0.51 0.28 0.429
H -1.860 -5.005 2.435 0.04 0.27 -0.36 0.323
H -6.318 -0.871 2.234 0.76 0.05 -0.18 0.232
H -5.386 0.475 1.638 -0.15 -0.14 0.08 0.180
H -2.800 -3.210 1.337 0.51 0.30 -0.14 0.277
H 1.843 1.968 -4.908 -0.47 0.17 -0.80 0.257
H 3.469 1.274 -3.261 -0.09 1.01 -0.16 0.336
H 4.280 2.904 -3.385 -0.51 -0.41 0.03 0.313
H 1.423 3.583 1.805 0.11 0.31 -0.35 0.384
H 2.866 2.575 1.401 -0.22 0.42 -0.05 0.449
H 1.052 1.135 2.311 -0.04 0.28 -0.72 0.451
H 1.451 0.759 0.620 0.00 0.07 0.06 0.245
H 0.059 4.403 -0.115 0.17 -0.45 0.03 0.470
H 0.329 3.876 -1.733 0.53 0.04 -0.26 0.571
H -0.824 2.551 1.574 -0.10 -0.17 -0.21 0.421
H -1.587 2.778 -0.625 0.15 -0.08 -0.10 0.414
```
Positions in Å, forces in eV/Å.

Computed properties:
E_LUMO: 0.11 eV
SMILES string: N#C[C@@H]1CN(C(=O)OCC(F)F)CC[C@@H]1n1cc(C(N)=O)c(Nc2ccc(F)cc2)n1
E_HOMO: -7.676 eV
total charge: 0
energy above the lowest of the compared OMol25 structures with the same formula, charge and spin: 12.8 kcal/mol
HOMO-LUMO gap: 7.8 eV

***

(4)
The following is a quantum chemistry calculation of 2 unconnected molecules or ions with the total composition C2H3FN3, from OMol25.

Structure (XYZ):
```
9
Properties=species:S:1:pos:R:3:forces:R:3:mulliken_charge:R:1
C -0.160 -1.112 -0.616 1.23 -1.29 -0.86 0.004
C 1.067 0.657 -0.324 1.64 1.55 -0.26 0.059
N 0.988 -0.445 -1.003 -1.59 -2.49 0.03 -0.242
N -0.785 -0.364 0.265 -3.41 -1.19 2.25 -0.026
N -0.061 0.694 0.345 -1.55 5.51 4.22 0.217
F -1.044 1.828 1.473 2.98 -2.99 -2.99 -0.222
H -0.419 -2.157 -0.908 0.09 1.24 0.19 0.390
H 1.969 1.289 -0.315 -1.10 0.17 0.13 0.408
H -1.555 -0.390 1.083 1.71 -0.52 -2.71 0.410
```
Positions in Å, forces in eV/Å.

Computed properties:
E_LUMO (spin up / spin down): -9.38 / -9.39 eV
E_HOMO (spin up / spin down): -17.528 / -17.526 eV
total charge: +1
energy above the lowest of the compared OMol25 structures with the same formula, charge and spin: 75.8 kcal/mol
HOMO-LUMO gap (spin up / spin down): 8.1 / 8.1 eV

***

(5)
The following is a quantum chemistry calculation of a gas-phase ion, C18H33N2O3 (charge +1), from OMol25.

Structure (XYZ):
```
56
Properties=species:S:1:pos:R:3:forces:R:3:mulliken_charge:R:1
C 2.492 1.990 -4.923 -0.18 0.16 -0.07 -1.159
H 2.971 2.066 -5.896 0.13 -0.03 -0.05 0.386
C 1.104 2.617 -4.974 -0.04 -0.21 0.13 -0.527
C 0.306 2.424 -3.685 0.19 0.22 -0.11 -0.448
C 0.907 3.179 -2.500 -0.27 -0.26 0.02 -0.642
H 1.018 4.231 -2.768 0.06 0.04 0.03 0.444
H 1.896 2.781 -2.273 0.08 0.09 0.01 0.252
C 0.035 3.090 -1.247 0.27 0.13 -0.30 -0.739
C 0.068 1.745 -0.594 -0.10 0.15 0.14 0.631
O 0.677 0.775 -0.996 0.06 -0.05 -0.18 -0.929
O -0.651 1.729 0.532 -0.10 0.24 0.11 -0.306
C -0.865 0.493 1.232 0.03 -0.48 0.05 0.558
C 0.417 -0.036 1.891 -0.40 0.38 0.34 -1.225
N 1.227 -0.884 0.986 0.00 0.26 -0.44 0.975
C 0.708 -2.268 0.903 -0.30 -0.73 -0.29 -0.561
C 1.456 -3.041 -0.175 0.17 -0.03 0.23 -0.797
C 2.948 -3.069 0.139 -0.04 0.13 -0.27 -0.671
C 3.460 -1.641 0.291 -0.07 -0.23 0.21 -0.603
C 2.659 -0.901 1.355 0.80 0.08 -0.08 -0.632
H 3.013 0.128 1.443 -0.19 -0.02 0.05 0.351
H 2.758 -1.393 2.326 -0.11 0.08 0.00 0.447
H 4.512 -1.642 0.577 0.01 0.11 0.00 0.391
H 3.373 -1.113 -0.661 0.05 0.07 -0.04 0.260
H 3.488 -3.575 -0.659 0.04 -0.06 0.03 0.366
H 3.120 -3.625 1.062 0.03 -0.06 0.05 0.327
H 1.059 -4.054 -0.223 -0.10 0.03 -0.02 0.398
H 1.291 -2.569 -1.146 -0.06 -0.02 -0.07 0.259
H -0.359 -2.237 0.681 0.04 0.13 0.09 0.340
H 0.829 -2.739 1.881 -0.04 0.15 0.00 0.501
H 1.144 -0.440 0.031 -0.02 -0.17 0.53 0.132
H 1.013 0.820 2.217 0.06 -0.07 -0.09 0.296
H 0.128 -0.638 2.760 0.18 0.15 -0.24 0.599
H -1.254 -0.240 0.512 0.01 0.11 0.10 0.511
C -1.952 0.786 2.292 0.43 -0.01 -0.21 -1.726
N -2.857 -0.314 2.500 -0.13 0.19 0.07 0.265
C -2.503 -1.513 3.013 -0.21 -0.11 -0.04 0.432
O -1.361 -1.836 3.283 0.32 -0.21 0.23 -0.665
C -3.743 -2.365 3.129 -0.13 -0.06 0.08 -0.550
H -3.730 -3.103 2.323 0.05 -0.02 -0.01 0.275
C -4.895 -1.372 2.979 0.01 -0.05 -0.05 -0.654
H -5.218 -1.027 3.961 -0.01 0.02 -0.02 0.318
H -5.754 -1.797 2.466 -0.04 0.04 0.03 0.350
C -4.274 -0.211 2.196 -0.34 0.06 -0.18 -0.518
H -4.435 -0.320 1.116 -0.05 0.07 0.07 0.279
H -4.665 0.758 2.509 0.02 -0.03 -0.05 0.368
H -3.752 -2.907 4.072 0.08 -0.02 -0.03 0.357
H -1.465 1.052 3.236 -0.05 0.04 -0.02 0.292
H -2.529 1.646 1.949 0.06 -0.09 0.06 0.502
H -1.006 3.322 -1.485 -0.02 0.00 0.09 0.348
H 0.353 3.820 -0.497 -0.09 -0.04 0.06 0.382
H -0.714 2.780 -3.850 -0.08 -0.03 0.05 0.340
H 0.256 1.359 -3.451 -0.08 -0.05 -0.01 0.189
H 0.544 2.165 -5.795 -0.01 0.09 -0.05 0.326
H 1.195 3.684 -5.186 -0.06 0.05 -0.08 0.318
H 2.426 0.937 -4.657 0.04 -0.14 0.04 0.274
H 3.127 2.493 -4.198 0.13 0.00 0.08 0.310
```
Positions in Å, forces in eV/Å.

Computed properties:
E_LUMO: -1.99 eV
SMILES string: CCCCCC(=O)O[C@H](CN1CCCC1=O)C[NH+]1CCCCC1
E_HOMO: -12.501 eV
total charge: +1
energy above the lowest of the compared OMol25 structures with the same formula, charge and spin: 4.0 kcal/mol
HOMO-LUMO gap: 10.5 eV

***

(6)
The following is a quantum chemistry calculation of C5H10O2 in the gas phase, from OMol25.

Structure (XYZ):
```
17
Properties=species:S:1:pos:R:3:forces:R:3:mulliken_charge:R:1
C -2.057 -0.733 -0.992 0.10 -0.26 -0.09 -0.823
O -0.807 -0.672 -0.328 -0.04 0.54 -0.15 -0.329
C -0.399 0.642 0.007 -0.62 0.10 0.21 -0.089
C -0.125 0.871 1.480 -0.13 -0.06 0.04 -0.673
C 0.995 0.774 0.477 0.16 0.16 -0.26 -0.060
C 1.813 -0.469 0.309 0.05 0.05 0.38 -0.544
O 2.243 -0.615 -1.034 -0.04 -0.04 -0.17 -0.524
H -1.950 -0.328 -2.009 -0.27 0.07 0.20 0.333
H -2.874 -0.233 -0.444 0.36 0.00 -0.14 0.307
H -2.296 -1.797 -1.071 -0.04 0.17 -0.02 0.246
H -0.769 1.439 -0.640 -0.27 -0.25 0.22 0.386
H -0.338 1.815 1.982 0.09 -0.22 -0.32 0.275
H -0.269 -0.012 2.100 -0.10 0.14 -0.13 0.234
H 1.468 1.714 0.211 0.15 -0.17 -0.01 0.347
H 2.707 -0.401 0.926 0.11 -0.23 -0.07 0.338
H 1.196 -1.320 0.629 0.35 0.03 -0.01 0.257
H 1.460 -0.675 -1.602 0.14 -0.03 0.31 0.321
```
Positions in Å, forces in eV/Å.

Computed properties:
E_LUMO: 0.97 eV
SMILES string: CO[C@H]1C[C@H]1CO
E_HOMO: -9.399 eV
total charge: 0
energy above the lowest of the compared OMol25 structures with the same formula, charge and spin: 62.2 kcal/mol
HOMO-LUMO gap: 10.4 eV

***

Calculated maximum force, 3.827 4.283 3.054 7.114 0.840 0.666 eV/A (same order as the records).